The following is a DFT calculation (ωB97M-V/def2-TZVPD) of a molecular structure, C24H30BrCaClI2KMgNNaO20P3V at a distorted geometry.

ORCA input file:
```
! wB97M-V def2-TZVPD RIJCOSX def2/J DEFGRID3
* xyz 1 1
C -1.21407 2.08864 1.78424
C -0.23101 2.69852 0.77296
C -1.06364 3.32372 -0.42145
C -0.37671 2.86363 -1.68504
C 0.45887 3.61547 -2.42977
P 0.86672 5.35767 -2.03148
O 1.74312 5.50492 -0.81720
O -0.44049 6.29760 -1.80006
O 1.67964 6.06990 -3.29742
C 1.11941 2.93489 -3.67679
O 1.23593 3.51287 -4.71588
C 1.53063 1.44591 -3.47850
C 0.60379 0.70851 -2.68611
C 0.86018 -0.65825 -2.44309
C -0.10771 -1.39325 -1.54368
I 0.54743 -1.37047 0.52839
C -1.22223 -2.01085 -1.96706
C -1.55974 -1.92594 -3.46211
I -2.44583 -3.06664 -0.58724
C 1.98728 -1.31181 -3.00319
C 2.10848 -2.78240 -2.63685
O 2.76837 -2.96618 -1.37291
N 4.11440 -2.64561 -1.41432
O 4.37916 -2.20520 -0.31204
C 2.91141 -0.59570 -3.81037
P 4.31294 -1.49257 -4.55416
O 4.20192 -2.96746 -4.54303
O 5.71511 -1.09731 -3.82192
O 4.34064 -1.03690 -6.13823
C 2.72694 0.81864 -4.04750
P 3.89174 1.87714 -5.06707
O 5.40968 1.22101 -5.09844
Cl 4.30488 3.67013 -4.00135
C -0.62381 1.41751 -2.09595
O -1.69090 0.90427 -1.99096
H -1.87432 1.37031 1.26809
H -0.69817 1.51562 2.57243
H -1.83771 2.87422 2.24133
H 0.51743 1.96996 0.40592
H 0.30956 3.51543 1.27165
H -2.06150 2.86941 -0.40271
H -1.06194 4.40617 -0.28345
H -1.25536 5.77378 -1.84826
H 1.02169 6.20251 -3.99922
H -2.34083 -2.65244 -3.71810
H -0.66909 -2.03864 -4.09286
H -1.99120 -0.92546 -3.63651
H 2.55904 -3.43545 -3.40127
H 1.08236 -3.22349 -2.43956
H 6.39783 -1.70567 -4.14370
H 3.41401 -1.02455 -6.42170
H 5.69766 1.13555 -4.17285
K 3.80346 4.71109 -1.91640
O -4.89984 -2.74698 2.45999
C -4.35654 -1.62206 2.27627
C -2.70199 -1.71539 2.88605
O -2.15402 -0.61584 2.70388
H -4.80371 -0.74630 2.78063
H -4.25315 -1.27746 1.23349
H -2.27353 -2.59465 2.35890
H -2.81505 -2.06858 3.92544
Ca 2.43000 -2.80811 1.38100
C -5.65669 1.00334 2.24399
O -6.19133 1.95267 1.66238
O -5.89072 -0.21856 2.00871
O -4.76886 1.15766 3.14158
C -0.48760 -2.45661 6.81617
C 0.70186 -1.56870 7.16160
C 1.44029 -1.49152 5.83135
O 0.43344 -1.60012 4.80413
C -0.80214 -2.01971 5.41615
H -1.34998 -2.33003 7.47032
H -0.18335 -3.50803 6.82930
H 0.35097 -0.57300 7.44219
H 1.31648 -1.95461 7.97324
H 2.14413 -2.32644 5.71293
H 1.98858 -0.55491 5.70784
H -1.47831 -1.16083 5.42317
H -1.25090 -2.81506 4.81846
Na -5.50474 -3.35021 4.54852
O -2.98750 4.30503 1.52441
V -4.17350 4.86908 2.63759
O -5.31060 5.55651 3.69548
Br -3.86077 -2.22145 7.19901
Mg 1.64395 -5.23751 -2.01412
O 0.55766 -7.80210 -4.44105
H 1.29207 -7.60230 -5.03622
*
```

Its strongest force on any atom is 0.1044 hartree/bohr. As for the relative energy (zero: lowest compared OMol25 entry of this formula, charge and spin): 0.0 kJ/mol. The calculation puts the LUMO energy at -6.111 eV.

***

The following is a DFT calculation (ωB97M-V/def2-TZVPD) of a single C4H8O2 molecule.

ORCA input file:
```
! wB97M-V def2-TZVPD RIJCOSX def2/J DEFGRID3
* xyz 0 1
C -0.54477 1.63084 0.18184
O 0.06738 1.05167 -0.94000
C 0.74856 -0.16308 -0.80061
C 0.95659 -0.81669 0.54325
C -0.09492 -1.33523 -0.40435
O -1.46019 -1.11870 -0.20736
H 0.17104 1.78224 0.99564
H -1.40721 1.08910 0.66147
H -0.95099 2.57428 -0.18387
H 1.53212 -0.24953 -1.55433
H 0.64788 -0.29482 1.44393
H 1.85041 -1.42181 0.67010
H 0.07975 -2.30626 -0.85617
H -1.59563 -0.42203 0.45045
*
```

Its strongest force on any atom is 0.0188 hartree/bohr. The SMILES is CO[C@H]1C[C@H]1O. As for the relative energy (zero: lowest compared OMol25 entry of this formula, charge and spin): 282.0 kJ/mol. The calculation puts the LUMO energy at 0.940 eV.

***

The highest LUMO energy belongs to which entry?
C4H8O2